1.
Here is one molecule with the formula C5H12NO2 from OMol25. Energies are from wB97M-V/def2-TZVPD.

Calculated values
LUMO level (spin up / spin down)	0.87 / 0.39	eV
largest force on an atom	1.26	eV/A

```
! wB97M-V def2-TZVPD RIJCOSX def2/J DEFGRID3
* xyz 0 2
O -1.86 -0.49 0.91
O -2.60 0.41 -1.07
N -0.02 1.51 -1.37
C -0.29 0.00 -0.84
C 0.85 -0.38 0.08
C -1.66 0.04 -0.34
C 0.99 0.58 1.28
C 0.73 -1.84 0.46
H 1.73 -0.23 -0.54
H 1.03 -2.49 -0.37
H -0.20 -0.54 -1.78
H -0.56 1.72 -2.21
H -2.80 -0.37 1.10
H 1.28 -2.11 1.36
H -0.30 -2.10 0.67
H 0.98 1.71 -1.55
H 1.64 1.41 1.03
H 1.37 0.06 2.15
H -0.34 2.13 -0.60
H 0.04 0.97 1.63
*
```


2.
Here is one molecule with the formula C31H33N5O4S from OMol25. Energies are from wB97M-V/def2-TZVPD.

Calculated values
LUMO level	0.06	eV
largest force on an atom	0.78	eV/A

```
! wB97M-V def2-TZVPD RIJCOSX def2/J DEFGRID3
* xyz 0 1
S -0.84 -0.42 -3.78
O -2.64 -2.88 0.09
O 5.32 -1.59 -0.65
O 2.76 0.73 4.05
O -6.01 1.62 4.77
N -2.62 0.46 -2.11
N -1.85 -1.70 -1.68
N -6.03 0.22 2.29
N 4.86 -0.07 -2.25
N 4.31 2.18 -1.11
C 4.53 -1.10 -1.43
C 0.88 -1.71 -0.73
C 3.91 0.69 -3.03
C 2.20 -1.30 -0.60
C 3.98 1.79 0.19
C 3.12 -1.61 -1.58
C 0.48 -2.43 -1.85
C -1.81 -0.58 -2.45
C -4.29 1.52 -0.70
C 3.64 0.09 4.94
C 2.69 2.04 0.67
C 3.39 1.88 -2.18
C 5.68 2.11 -1.56
C -0.97 -2.80 -2.03
C -3.51 -0.70 -0.22
C -2.66 -1.85 -0.55
C 4.52 0.85 2.36
C 4.89 1.21 1.07
C 3.23 1.06 2.81
C -5.17 0.32 1.23
C -3.47 0.44 -1.03
C 6.07 0.67 -1.99
C 2.32 1.67 1.95
C -5.07 0.61 4.50
C -7.00 1.25 2.59
C 2.74 -2.37 -2.68
C -4.35 -0.76 0.88
C -5.11 1.46 0.40
C -5.63 -0.44 3.52
C -6.42 2.27 3.58
C 1.42 -2.78 -2.81
H 4.49 0.72 5.19
H 6.69 0.70 -2.89
H 3.27 2.76 -2.82
H -4.87 -1.19 3.33
H -4.35 -1.68 1.44
H 3.06 -0.11 5.84
H 2.51 -0.73 0.27
H -7.17 3.01 3.88
H -2.58 1.27 -2.71
H 5.90 1.00 0.76
H 0.17 -1.46 0.04
H 2.41 1.62 -1.77
H 6.61 0.14 -1.20
H 4.43 1.05 -3.92
H 5.76 2.79 -2.41
H 6.34 2.48 -0.77
H -4.16 1.05 4.08
H 1.32 1.86 2.31
H -5.71 2.33 0.62
H 5.27 0.39 2.99
H -4.27 2.41 -1.32
H 3.08 0.06 -3.35
H -7.86 0.76 3.07
H -6.51 -0.92 3.96
H -5.56 2.78 3.12
H -1.15 -3.09 -3.07
H 1.96 2.53 0.04
H -1.23 -3.63 -1.37
H -7.35 1.73 1.68
H 4.00 -0.86 4.53
H -4.84 0.15 5.46
H 1.12 -3.35 -3.67
H 3.46 -2.63 -3.43
*
```


3.
Here is C37H48N12OPbSe4 as an isolated structure from OMol25. Energies are from wB97M-V/def2-TZVPD.

Calculated values
LUMO level (spin up / spin down)	-7.22 / -7.51	eV
largest force on an atom	3.60	eV/A

```
! wB97M-V def2-TZVPD RIJCOSX def2/J DEFGRID3
* xyz 2 1
Pb -0.77 1.17 1.07
Se -1.75 3.67 2.57
Se -3.90 3.36 3.11
Se -4.79 2.05 1.25
Se -3.20 1.81 -0.41
O -0.90 1.64 -2.54
N 3.86 3.64 2.66
N -0.83 1.18 -4.82
N -0.07 -1.89 4.56
N 0.64 0.31 4.45
N 0.90 -3.17 -0.20
N -0.39 -1.21 0.31
N 2.87 1.87 1.73
N -1.01 -0.44 2.89
N 1.78 5.41 1.23
N -1.44 0.23 -5.68
N 0.84 3.60 0.44
N 1.83 -1.07 -0.50
C 2.79 3.19 1.87
C 0.72 5.83 0.45
C 3.98 1.45 2.50
C -2.49 -1.71 1.38
C -3.18 -1.21 3.66
C -3.30 -2.98 -1.06
C 4.61 2.53 3.03
C 0.87 2.83 -4.62
C 0.35 1.73 4.45
C -2.28 -0.51 -4.94
C 2.94 2.66 -5.83
C -1.30 1.00 -3.53
C -4.69 -2.51 2.34
C -2.27 -0.06 -3.64
C -3.02 -1.64 -5.49
C 0.10 4.70 0.05
C -0.20 -0.64 3.92
C -1.63 0.64 -7.08
C -2.19 -1.14 2.68
C 1.78 4.04 1.24
C 1.76 0.29 -1.07
C 1.90 -0.07 5.09
C -4.32 -1.98 3.56
C 2.55 1.39 -6.32
C 0.45 1.65 -5.16
C 0.28 -4.16 0.63
C -1.68 -1.66 0.16
C -4.04 -3.19 0.10
C 3.17 -1.43 -0.08
C 2.08 3.37 -4.99
C 0.02 -3.06 3.81
C 1.73 -3.69 -1.29
C -0.07 -1.98 6.06
C 0.73 -1.81 -0.14
C 1.31 0.94 -6.05
C -2.22 -2.12 -1.06
C -3.76 -2.46 1.27
H -0.21 -1.02 6.57
H 3.05 -2.04 0.82
H -4.91 -3.87 0.05
H -0.70 1.94 4.30
H 2.66 0.66 4.84
H 3.68 -0.50 0.19
H -0.78 4.59 -0.59
H 0.62 2.15 5.45
H 1.82 0.00 6.21
H 0.70 0.42 -1.32
H 5.58 2.60 3.56
H 0.67 -2.93 2.97
H -1.76 -1.88 -2.01
H -1.85 -0.22 -7.70
H -2.53 -2.55 -5.15
H -2.96 -0.71 4.58
H 3.93 3.05 -6.09
H 2.38 0.29 -1.96
H 2.14 0.93 -0.31
H -0.59 -3.78 1.19
H -4.02 -1.61 -5.07
H -2.36 1.44 -7.18
H -0.87 -2.63 6.32
H -5.65 -3.08 2.19
H 2.39 6.04 1.78
H 1.13 -4.40 -1.87
H 4.17 0.38 2.60
H 1.99 -2.90 -2.00
H 0.45 -3.86 4.41
H -0.68 1.10 -7.43
H -0.94 -3.42 3.46
H -2.89 -0.36 -2.84
H 0.98 2.27 3.73
H 0.04 -5.03 0.04
H 2.60 -4.21 -0.89
H -4.98 -2.11 4.49
H -3.06 -1.69 -6.57
H 0.45 6.88 0.42
H 0.99 -0.01 -6.43
H 3.25 0.78 -6.89
H 2.23 -1.08 4.75
H 1.03 -4.50 1.38
H 0.91 -2.44 6.35
H 0.30 3.32 -3.83
H 4.01 4.62 2.93
H -3.57 -3.45 -2.02
H 2.32 4.39 -4.63
H 3.73 -2.00 -0.83
*
```


4.
Here is a 2-piece molecular cluster, C2H4O2S overall from OMol25. Energies are from wB97M-V/def2-TZVPD.

Calculated values
LUMO level (spin up / spin down)	-1.43 / -1.42	eV
largest force on an atom	3.66	eV/A

```
! wB97M-V def2-TZVPD RIJCOSX def2/J DEFGRID3
* xyz 0 1
S 1.21 -2.76 1.61
O -0.84 -0.21 0.07
O 2.20 -2.04 0.83
C -1.93 0.38 0.36
C 0.15 0.64 -0.56
H -0.08 1.66 -0.39
H -2.00 1.44 0.27
H 0.03 0.56 -1.62
H 1.27 0.33 -0.57
*
```


5.
Here is C41H40AsClN8O4RuS2 as an isolated structure from OMol25. Energies are from wB97M-V/def2-TZVPD.

Calculated values
LUMO level (spin up / spin down)	1.96 / 0.79	eV
largest force on an atom	2.63	eV/A

```
! wB97M-V def2-TZVPD RIJCOSX def2/J DEFGRID3
* xyz -1 6
Ru 1.09 1.58 0.68
As -0.90 -0.24 -0.57
Cl 5.56 -4.67 0.13
S 0.83 4.49 3.23
S 1.47 2.58 3.41
O 2.60 2.35 2.48
O 1.81 2.32 4.79
O 1.82 -0.62 -1.80
O 0.33 1.72 2.94
N -2.96 4.10 -1.44
N 3.02 1.23 0.02
N -0.94 2.44 0.72
N -2.28 3.60 -0.36
N -1.30 2.77 -0.51
N 0.33 -0.35 0.78
N 1.70 3.57 0.08
N -2.61 3.87 0.88
C 5.79 3.62 -0.58
C 3.00 6.03 -0.14
C -2.67 -0.07 0.38
C -1.36 -2.00 -1.49
C 0.82 -2.73 0.96
C -4.26 0.12 2.20
C -5.28 0.50 1.34
C 1.04 4.71 0.16
C -1.33 -3.22 -3.58
C -2.97 -0.17 1.75
C 3.66 -3.71 -1.55
C -6.65 0.80 1.87
C 1.49 -3.74 1.61
C 5.14 4.82 -0.49
C 0.96 -1.38 1.38
C -1.73 3.14 1.55
C 4.48 -3.43 -0.46
C 1.82 -1.12 2.48
C 3.74 2.39 -0.14
C 3.58 -1.19 -0.29
C 3.05 3.62 -0.11
C -3.48 0.47 -1.98
C -2.32 -3.15 0.57
C 3.72 0.10 0.28
C -1.99 -0.60 2.81
C 2.81 -2.74 -2.02
C 5.11 2.41 -0.42
C -4.98 0.60 -0.01
C 4.46 -2.20 0.15
C -1.82 -4.36 -2.97
C 2.31 -3.46 2.70
C -1.11 -2.04 -2.88
C -3.70 0.33 -0.49
C 3.75 4.84 -0.25
C 1.65 5.96 0.06
C -0.67 -0.83 -3.67
C -2.14 -4.28 -1.62
C 2.47 -2.15 3.13
C -1.96 -5.65 -3.73
C -1.93 -3.13 -0.88
C 2.68 -1.46 -1.40
H -6.66 1.75 2.41
H 1.38 -4.76 1.26
H 0.23 -2.94 0.09
H -5.76 0.90 -0.71
H -2.48 -0.60 3.79
H -3.15 5.08 -1.31
H 3.50 6.99 -0.20
H 1.94 -0.10 2.82
H -1.11 -3.24 -4.64
H 5.68 5.75 -0.61
H -1.15 0.07 2.87
H 0.12 -0.30 -3.14
H 2.17 -2.96 -2.87
H 5.12 -1.99 0.98
H -1.51 -0.15 -3.81
H -2.26 -4.16 0.97
H -2.56 -5.15 -1.12
H -1.60 -1.61 2.65
H -3.34 -2.79 0.70
H -7.39 0.86 1.07
H 4.58 0.23 0.94
H 3.71 -4.68 -2.02
H -2.72 -6.29 -3.29
H -1.01 -6.19 -3.72
H 2.84 -4.27 3.20
H 1.04 6.84 0.15
H -0.03 4.67 0.30
H -2.55 1.01 -2.18
H -2.39 3.93 -2.26
H -1.65 3.10 2.62
H -3.38 -0.52 -2.43
H -1.67 -2.51 1.16
H -4.31 0.99 -2.45
H 6.85 3.59 -0.79
H -0.30 -1.13 -4.65
H -4.47 0.05 3.26
H 5.65 1.48 -0.52
H -6.97 0.03 2.58
H 3.11 -1.92 3.97
H -2.22 -5.46 -4.77
*
```


6.
Here is one molecule with the formula C4H8O2 from OMol25. Energies are from wB97M-V/def2-TZVPD.

Calculated values
LUMO level	0.84	eV
largest force on an atom	0.43	eV/A

```
! wB97M-V def2-TZVPD RIJCOSX def2/J DEFGRID3
* xyz 0 1
O 1.20 -1.57 -0.60
O 0.24 1.79 0.49
C 1.10 -0.47 0.26
C -0.08 0.45 0.17
C -1.10 0.26 -0.92
C 0.01 -0.55 1.30
H -0.63 -1.43 1.26
H -0.50 2.34 0.22
H 2.04 -0.01 0.56
H 0.24 -0.17 2.29
H -0.88 0.92 -1.76
H -1.09 -0.78 -1.28
H -2.12 0.47 -0.56
H 1.52 -1.24 -1.46
*
```


7.
Here is a 3-piece molecular cluster, C6H12S overall from OMol25. Energies are from wB97M-V/def2-TZVPD.

Calculated values
LUMO level	0.74	eV
largest force on an atom	3.43	eV/A

```
! wB97M-V def2-TZVPD RIJCOSX def2/J DEFGRID3
* xyz 0 1
S 2.17 2.63 -0.72
C -0.96 0.93 -1.94
C 1.10 -2.10 1.89
C -1.26 -1.69 1.59
C -1.74 1.81 -2.76
C -0.31 0.05 -1.49
C -0.05 -1.23 1.59
H 0.96 -2.16 2.97
H -1.47 -2.71 1.68
H 0.34 -0.30 -0.72
H 0.31 -0.30 2.03
H 2.03 -1.50 1.63
H -1.64 1.70 -3.90
H 0.97 -3.26 1.45
H -1.15 2.70 -2.54
H 3.34 2.01 -0.69
H -2.74 1.78 -2.44
H 2.17 2.69 0.54
H -2.07 -1.05 1.84
*
```


8.
Here is C15H43Li2O12 as an isolated structure from OMol25. Energies are from wB97M-V/def2-TZVPD.

Calculated values
LUMO level	-2.89	eV
largest force on an atom	14.61	eV/A

```
! wB97M-V def2-TZVPD RIJCOSX def2/J DEFGRID3
* xyz 1 1
O 1.81 3.03 -1.84
O 2.17 0.43 2.43
O -2.41 0.70 2.83
O -1.97 3.47 1.44
O 1.06 0.38 -4.58
O -0.05 -2.63 1.54
O -1.11 0.07 -3.10
O -0.87 3.33 -2.02
O -3.42 0.41 -1.94
O 1.78 -1.14 3.27
O -2.35 -2.23 -2.74
O -0.25 -0.29 1.96
C -2.62 -0.48 -1.18
C 2.65 -0.16 1.22
C 3.84 -1.06 1.50
C -0.32 -0.02 0.63
C 1.02 2.07 -1.26
C -1.61 2.14 0.97
C -0.36 2.57 -0.94
C 2.89 0.88 0.17
C 1.16 -0.65 -3.62
C -2.92 -1.93 -1.52
C -0.28 -1.03 -3.22
C 1.29 -2.51 3.47
C -2.51 1.03 1.50
C -0.13 -2.60 2.92
C 0.28 -1.12 -0.29
Li 0.88 -0.18 2.73
Li -1.26 0.09 2.71
H 0.93 1.15 -1.84
H -2.55 0.15 0.86
H 3.23 0.31 -0.69
H -0.43 -1.42 -2.21
H 1.95 0.54 -4.89
H -2.99 -0.17 -0.19
H -0.68 -1.73 3.27
H 2.88 0.98 2.76
H 2.50 -0.99 3.88
H -0.56 0.73 -3.53
H -2.15 3.93 0.61
H -2.70 1.41 3.39
H 1.87 -0.46 -2.81
H -1.63 2.15 -0.12
H -3.78 1.06 -1.34
H 3.61 -1.78 2.29
H 0.05 -1.74 1.21
H 3.56 1.70 0.43
H -2.94 -2.91 -3.06
H 1.27 -2.84 4.51
H 4.75 -0.50 1.70
H -0.57 -1.78 -3.95
H 0.29 0.88 0.65
H 1.94 1.34 -0.08
H 3.91 -1.63 0.58
H 1.63 -1.55 -4.00
H -0.59 2.04 1.35
H -4.00 -2.07 -1.60
H -3.52 1.44 1.44
H 0.23 -0.82 -1.33
H -0.98 1.72 -0.67
H 1.17 3.38 -2.46
H 1.30 -1.41 -0.02
H -0.18 -2.10 -0.20
H 1.85 -3.30 2.97
H -2.59 -2.62 -0.74
H 1.52 1.74 -0.35
H -0.38 3.29 -0.12
H -1.29 0.17 0.16
H -1.56 -0.23 -1.25
H 1.75 -0.70 0.91
H -0.74 -3.43 3.27
H -1.78 3.55 -1.82
*
```


9.
Here is a 2-piece molecular cluster, C2HCl2FN overall from OMol25. Energies are from wB97M-V/def2-TZVPD.

Calculated values
LUMO level	-7.25	eV
largest force on an atom	5.23	eV/A

```
! wB97M-V def2-TZVPD RIJCOSX def2/J DEFGRID3
* xyz 1 1
Cl 1.43 -1.08 -0.72
Cl 2.12 1.79 -0.61
F 1.76 0.27 1.33
N -1.28 -0.23 -0.25
C -2.42 -0.37 0.03
C 1.78 0.29 0.02
H -3.40 -0.67 0.20
*
```


- The lowest largest force on an atom belongs to which entry?
  C4H8O2